--- A ---
{"formula": "C6H11N", "method": "the ωB97M-V functional and the def2-TZVPD basis", "elements": ["N", "C", "C", "C", "C", "C", "C", "H", "H", "H", "H", "H", "H", "H", "H", "H", "H", "H"], "coordinates": [[-2.870, -0.648, 0.551], [-1.510, 1.127, -1.135], [1.547, -0.600, 0.298], [0.688, 0.244, -0.248], [3.023, -0.331, 0.177], [-0.763, 0.323, -0.131], [-1.449, -0.566, 0.657], [-0.821, -1.394, 0.971], [-1.975, 2.021, -0.717], [1.290, -1.160, 1.187], [-2.098, -0.031, 1.503], [-3.286, -1.169, 1.322], [3.181, 0.281, -0.726], [3.410, 0.304, 0.976], [1.077, 0.779, -1.115], [-0.834, 1.400, -1.939], [3.693, -1.121, -0.027], [-2.305, 0.541, -1.604]], "mol_weight_g_mol": 97.2, "charge": 0, "homo_ev": -7.3716, "gap_ha": 0.2736}

--- B ---
{"formula": "C6H11N", "method": "the ωB97M-V functional and the def2-TZVPD basis", "elements": ["N", "C", "C", "C", "C", "C", "C", "H", "H", "H", "H", "H", "H", "H", "H", "H", "H", "H"], "coordinates": [[0.382, 1.854, 1.955], [0.098, -0.048, -0.617], [-2.460, -0.285, -0.849], [-1.304, 0.377, -0.125], [1.062, -0.260, 0.572], [0.771, 0.886, 1.452], [2.551, -0.297, 0.219], [0.053, -0.965, -1.218], [-3.403, -0.025, -0.357], [0.524, 0.733, -1.258], [2.774, -1.107, -0.482], [-1.404, 0.161, 0.944], [-1.387, 1.466, -0.195], [-2.353, -1.375, -0.824], [2.853, 0.651, -0.237], [3.155, -0.447, 1.119], [-2.513, 0.037, -1.893], [0.787, -1.193, 1.085]], "mol_weight_g_mol": 97.2, "smiles": "CCC[C@@H](C)C#N", "charge": 0, "homo_ev": -11.2365, "gap_ha": 0.4476}

It turns out B is the most stable, with the second structure 431.3 kJ/mol higher.

--- A ---
{"formula": "C6H11N", "method": "the ωB97M-V functional and the def2-TZVPD basis", "elements": ["N", "C", "C", "C", "C", "C", "C", "H", "H", "H", "H", "H", "H", "H", "H", "H", "H", "H"], "coordinates": [[1.433, 0.609, -0.166], [-0.568, -0.811, 0.052], [1.651, 1.892, 0.427], [2.653, 2.697, 0.095], [-1.752, -1.340, -0.217], [0.007, 0.441, -0.570], [-2.222, -2.648, 0.424], [1.033, 1.920, 1.313], [3.370, 2.482, -0.687], [-0.056, 0.353, -1.656], [1.951, 0.660, -1.036], [2.602, 3.626, 0.633], [-2.605, -0.885, -0.698], [-2.539, -3.335, -0.356], [0.136, -1.437, 0.583], [-1.432, -3.101, 1.013], [-0.602, 1.283, -0.215], [-3.060, -2.407, 1.063]], "mol_weight_g_mol": 97.2, "smiles": "C=CNC/C=C/C", "charge": 0, "homo_ev": -8.5982, "gap_ha": 0.3583}

--- B ---
{"formula": "C6H11N", "method": "the ωB97M-V functional and the def2-TZVPD basis", "elements": ["N", "C", "C", "C", "C", "C", "C", "H", "H", "H", "H", "H", "H", "H", "H", "H", "H", "H"], "coordinates": [[-0.961, 0.807, -0.357], [1.742, -0.666, 1.437], [-1.361, -0.621, -0.520], [-0.064, 1.457, -1.270], [0.542, -0.490, 0.851], [-0.336, 0.710, 0.957], [-0.084, -1.505, -0.112], [-2.161, -0.626, 0.177], [-0.374, -2.535, 0.221], [-0.403, 1.272, -2.262], [-1.136, 0.681, 1.665], [-1.499, -0.677, -1.661], [-0.083, 2.614, -1.306], [2.143, 0.169, 1.952], [1.089, 1.115, -1.131], [2.254, -1.669, 1.141], [0.481, -1.624, -1.052], [0.209, 1.590, 1.270]], "mol_weight_g_mol": 97.2, "smiles": "C=C1CCN(C)C1", "charge": 0, "homo_ev": -8.5477, "gap_ha": 0.3527}

--- C ---
{"formula": "C6H11N", "method": "the ωB97M-V functional and the def2-TZVPD basis", "elements": ["N", "C", "C", "C", "C", "C", "C", "H", "H", "H", "H", "H", "H", "H", "H", "H", "H", "H"], "coordinates": [[-1.187, 3.294, -0.699], [-0.344, -3.211, -0.057], [-0.122, 1.352, 0.223], [1.077, 0.428, 0.414], [0.718, -1.003, 0.066], [-0.115, 2.668, -0.049], [0.142, -2.005, 0.748], [1.482, 0.574, 1.425], [1.860, 0.622, -0.319], [0.472, -3.483, -0.731], [0.702, 3.320, 0.250], [-1.633, 2.703, -1.380], [-1.062, 0.868, 0.466], [-0.309, -1.872, 1.726], [-0.424, -4.049, 0.650], [-1.267, -3.064, -0.607], [0.999, -1.293, -0.940], [-0.989, 4.153, -1.187]], "mol_weight_g_mol": 97.2, "smiles": "C/C=C/C/C=C/N", "charge": 0, "homo_ev": -7.7872, "gap_ha": 0.3278}

--- D ---
{"formula": "C6H11N", "method": "the ωB97M-V functional and the def2-TZVPD basis", "elements": ["N", "C", "C", "C", "C", "C", "C", "H", "H", "H", "H", "H", "H", "H", "H", "H", "H", "H"], "coordinates": [[0.823, 2.051, 2.157], [2.501, -0.272, 0.191], [-1.397, 0.180, 0.018], [0.030, -0.103, -0.460], [0.931, 1.096, 1.512], [1.058, -0.117, 0.685], [-2.465, -0.262, -0.978], [0.814, -0.962, 1.342], [3.198, -0.360, 1.030], [0.078, -1.086, -0.948], [-1.499, 1.252, 0.228], [-3.467, -0.029, -0.605], [-2.416, -1.344, -1.148], [0.333, 0.636, -1.213], [-2.344, 0.234, -1.948], [-1.564, -0.333, 0.975], [2.799, 0.590, -0.413], [2.587, -1.173, -0.425]], "mol_weight_g_mol": 97.2, "smiles": "CCC[C@@H](C)C#N", "charge": 0, "homo_ev": -11.3528, "gap_ha": 0.4510}

It turns out D is the most stable, with the second structure 190.2 kJ/mol higher.

--- A ---
{"formula": "C6H11N", "method": "the ωB97M-V functional and the def2-TZVPD basis", "elements": ["N", "C", "C", "C", "C", "C", "C", "H", "H", "H", "H", "H", "H", "H", "H", "H", "H", "H"], "coordinates": [[-0.220, 1.097, 2.517], [0.868, -0.644, 0.357], [-0.734, 1.059, -0.990], [-0.484, 0.702, 1.459], [2.069, 0.096, -0.237], [-0.542, 0.039, 0.149], [-1.668, -1.017, 0.087], [-1.731, 1.520, -0.929], [-1.625, -1.554, -0.871], [2.038, 0.213, -1.327], [2.151, 1.087, 0.210], [0.944, -0.612, 1.462], [-1.565, -1.750, 0.892], [-2.659, -0.554, 0.167], [-0.654, 0.565, -1.965], [0.816, -1.656, -0.043], [2.988, -0.451, 0.001], [0.008, 1.858, -0.939]], "mol_weight_g_mol": 97.2, "smiles": "CCC(C)(C)C#N", "charge": 0, "homo_ev": -10.9096, "gap_ha": 0.4303}

--- B ---
{"formula": "C6H11N", "method": "the ωB97M-V functional and the def2-TZVPD basis", "elements": ["N", "C", "C", "C", "C", "C", "C", "H", "H", "H", "H", "H", "H", "H", "H", "H", "H", "H"], "coordinates": [[0.214, -1.469, 0.687], [1.765, 0.352, 0.302], [-2.984, 1.092, -0.849], [-0.534, 0.539, -0.482], [-1.816, 0.202, -0.554], [0.507, -0.164, 0.281], [2.959, -0.483, 0.666], [-2.863, 1.812, -1.661], [-2.178, -0.748, -0.181], [-3.866, 0.492, -1.115], [3.147, -1.171, -0.160], [3.863, 0.064, 0.911], [2.741, -1.009, 1.610], [1.853, 1.434, 0.320], [-0.047, 1.449, -0.835], [0.966, -2.064, 1.000], [-0.359, -2.029, 0.080], [-3.368, 1.703, -0.020]], "mol_weight_g_mol": 97.2, "smiles": "C/C=C(N)/C=C/C", "charge": 0, "homo_ev": -7.6739, "gap_ha": 0.3207}

It turns out A is the most stable, with the second structure 83.8 kJ/mol higher.

--- A ---
{"formula": "C6H11N", "method": "the ωB97M-V functional and the def2-TZVPD basis", "elements": ["N", "C", "C", "C", "C", "C", "C", "H", "H", "H", "H", "H", "H", "H", "H", "H", "H", "H"], "coordinates": [[-0.402, 0.497, -1.642], [2.138, -0.407, 0.062], [0.569, 1.357, -0.933], [1.287, 0.838, 0.320], [-2.584, -0.739, 0.781], [-0.898, -0.376, -0.941], [-1.413, -1.184, -0.052], [1.924, 1.690, 0.587], [-2.412, -0.941, 1.844], [3.042, -0.138, -0.493], [-1.006, -2.184, 0.048], [0.039, 2.276, -0.655], [1.320, 1.612, -1.682], [2.452, -0.917, 0.980], [-3.486, -1.271, 0.467], [1.584, -1.135, -0.538], [0.613, 0.685, 1.175], [-2.765, 0.336, 0.671]], "mol_weight_g_mol": 97.2, "smiles": "CC=C=NCCC", "charge": 0, "homo_ev": -8.5753, "gap_ha": 0.3527}

--- B ---
{"formula": "C6H11N", "method": "the ωB97M-V functional and the def2-TZVPD basis", "elements": ["N", "C", "C", "C", "C", "C", "C", "H", "H", "H", "H", "H", "H", "H", "H", "H", "H", "H"], "coordinates": [[0.281, -2.965, 0.818], [-1.174, 2.809, -1.090], [0.186, -0.471, 0.201], [1.166, -0.143, 1.183], [-0.329, 0.476, -0.855], [-0.521, 1.925, -0.369], [-0.204, -1.810, 0.044], [-1.415, 0.169, -1.257], [1.630, -1.027, 1.904], [-0.371, 2.058, 0.702], [0.294, 0.413, -1.836], [2.112, 0.351, 0.771], [-0.175, -3.790, 0.527], [-1.103, -2.042, -0.622], [1.206, -2.990, 0.981], [-1.341, 3.901, -0.839], [0.934, 0.619, 1.889], [-1.176, 2.518, -2.152]], "mol_weight_g_mol": 97.2, "smiles": "C=CC/C(C)=C/N", "charge": 0, "homo_ev": -7.7061, "gap_ha": 0.3205}

It turns out A is the most stable, with the second structure 123.8 kJ/mol higher.